(1)
{"formula": "C4H7Cl", "method": "the ωB97M-V functional and the def2-TZVPD basis", "elements": ["C", "C", "C", "C", "H", "H", "H", "H", "H", "H", "H", "Cl"], "coordinates": [[0.043, -1.195, 0.576], [-0.567, -0.308, -0.706], [-0.793, 1.031, -0.297], [-2.051, 1.524, -0.842], [0.167, -2.142, 0.088], [-0.491, -1.545, 1.618], [0.411, -0.316, -1.295], [-1.260, -0.739, -1.629], [-0.188, 1.485, 0.739], [-2.495, 2.391, -0.163], [-2.681, 0.706, -1.730], [1.574, -0.362, 0.587]], "atomic_forces_ev_per_a": [[-2.51, -0.79, -1.11], [2.57, -3.46, -2.39], [-5.57, 3.55, 0.90], [1.97, -1.46, 2.26], [0.57, -0.63, -0.03], [1.21, 2.04, -2.46], [-1.18, -0.20, 0.45], [0.94, 0.73, 3.24], [-2.07, -1.09, -3.62], [0.40, -1.58, -2.47], [1.93, 3.29, 3.18], [1.74, -0.40, 2.06]], "lowdin_charge": [-0.562, -0.409, -0.305, -0.053, 0.031, 0.138, 0.060, 0.146, 0.155, 0.061, 0.146, 0.593], "total_energy_ev": -16778.7201, "spin_multiplicity": 1, "homo_lumo_gap_ev": 9.88, "homo_energy_ev": -8.85, "total_charge": 0}

---

(2)
{"formula": "C6H11ClO", "method": "the ωB97M-V functional and the def2-TZVPD basis", "elements": ["C", "C", "C", "C", "C", "C", "H", "H", "H", "H", "H", "H", "H", "H", "H", "H", "H", "O", "Cl"], "coordinates": [[-2.177, 0.724, -1.691], [-0.593, 0.582, -1.381], [-0.198, 0.341, -0.115], [-0.933, 0.242, 1.302], [1.317, 0.262, 0.164], [1.728, -0.915, 1.005], [-2.301, 0.176, -2.593], [-2.419, 1.843, -1.900], [-2.751, 0.424, -0.783], [0.230, 0.438, -2.224], [-0.536, -0.694, 1.993], [-0.538, 1.164, 1.798], [-2.156, 0.024, 1.113], [1.973, 0.271, -0.754], [1.265, -0.935, 2.072], [2.739, -1.027, 0.947], [2.089, -2.431, -0.407], [1.213, -2.068, 0.350], [2.047, 1.581, 1.102]], "atomic_forces_ev_per_a": [[2.61, 2.28, 0.88], [-1.07, -0.89, 0.20], [1.42, 0.09, 1.37], [-1.26, -2.03, -1.15], [0.49, -0.29, -0.92], [-3.31, -1.30, 0.41], [-0.91, -0.62, -0.51], [0.42, -1.90, 0.29], [0.35, -0.07, -1.13], [-2.07, 0.81, 1.72], [-1.18, 2.36, -2.21], [-1.36, -0.59, 0.04], [3.50, 1.23, 1.02], [-1.16, -0.23, 0.59], [1.33, 0.34, -1.83], [2.91, 0.32, 0.88], [-4.38, 1.66, 3.57], [3.81, -2.67, -3.64], [-0.14, 1.50, 0.40]], "lowdin_charge": [-0.076, -0.086, -0.325, -0.056, -0.690, -0.402, 0.034, 0.094, 0.047, 0.140, 0.107, 0.051, 0.123, 0.111, 0.131, 0.067, 0.248, -0.156, 0.640], "total_energy_ev": -20966.5917, "spin_multiplicity": 1, "homo_lumo_gap_ev": 9.80, "homo_energy_ev": -9.36, "total_charge": 0}

---

(3)
{"formula": "H16O8Sn", "method": "the ωB97M-V functional and the def2-TZVPD basis", "elements": ["Sn", "O", "H", "H", "O", "H", "H", "O", "H", "H", "O", "H", "H", "O", "H", "H", "O", "H", "H", "O", "H", "H", "O", "H", "H"], "coordinates": [[-0.069, 0.396, -0.158], [0.315, -1.905, -1.203], [1.160, -2.265, -1.388], [-0.030, -1.958, -2.089], [2.159, -1.012, 0.649], [2.920, -0.564, 0.985], [1.988, -1.849, 1.085], [1.469, 0.868, -2.448], [2.353, 0.506, -2.435], [1.111, 0.605, -3.243], [-1.879, -1.443, 0.635], [-2.859, -1.480, 0.852], [-1.651, -2.373, 0.630], [1.618, 2.047, 0.867], [2.359, 1.830, 1.430], [1.932, 2.755, 0.303], [-1.682, 0.830, -2.020], [-2.576, 0.695, -2.305], [-1.475, 1.597, -2.533], [-1.985, 1.617, 1.111], [-2.004, 1.246, 2.016], [-2.962, 1.465, 0.880], [0.043, -0.324, 2.478], [-0.811, -0.644, 2.709], [0.556, -0.641, 3.193]], "atomic_forces_ev_per_a": [[0.38, -0.34, 0.58], [-1.00, 0.42, 0.10], [1.95, -0.58, 0.45], [-1.13, 0.04, -0.69], [-1.24, 0.14, -1.14], [0.91, -0.11, 0.61], [0.46, -0.02, 0.38], [0.68, 0.84, 3.13], [0.54, -0.02, 0.00], [-1.29, -0.81, -3.02], [-1.97, 0.20, 0.49], [1.53, 0.29, -0.43], [0.40, -0.46, -0.17], [-0.34, -0.25, -0.30], [0.28, 0.00, 0.47], [0.09, 0.46, -0.20], [0.26, -0.33, 0.21], [-1.15, -0.70, 0.04], [0.74, 1.12, -0.56], [-2.33, -1.13, 0.27], [0.46, 0.58, -0.22], [1.92, 0.67, -0.01], [-0.18, 0.78, -1.29], [-1.39, -0.49, 0.07], [1.41, -0.29, 1.23]], "lowdin_charge": [1.672, -0.098, 0.057, 0.076, -0.083, 0.059, 0.076, -0.052, 0.075, 0.018, -0.125, 0.122, 0.067, -0.112, 0.069, 0.079, -0.110, 0.083, 0.067, -0.143, 0.062, 0.121, -0.074, 0.032, 0.063], "total_energy_ev": -22456.7090, "spin_multiplicity": 1, "homo_lumo_gap_ev": 10.88, "homo_energy_ev": -17.38, "total_charge": 2}

---

(4)
{"formula": "C35H55BN7Pt", "method": "the ωB97M-V functional and the def2-TZVPD basis", "elements": ["Pt", "C", "C", "C", "C", "C", "C", "C", "C", "C", "N", "N", "B", "N", "N", "C", "C", "C", "C", "C", "C", "C", "C", "C", "N", "N", "C", "C", "C", "C", "C", "C", "C", "C", "C", "H", "H", "H", "H", "H", "H", "H", "H", "H", "H", "H", "H", "H", "H", "H", "H", "H", "H", "H", "H", "H", "H", "H", "H", "H", "H", "H", "H", "H", "H", "H", "H", "H", "H", "H", "H", "H", "H", "H", "H", "H", "H", "H", "H", "H", "H", "C", "C", "C", "C", "C", "C", "C", "C", "N", "H", "H", "H", "H", "H", "H", "H", "H", "H"], "coordinates": [[0.023, 0.644, -0.518], [-0.183, 3.810, -0.169], [1.220, 4.013, -0.742], [1.181, 4.322, -2.242], [2.169, 2.882, -0.460], [3.499, 2.985, -0.088], [3.969, 1.689, 0.073], [5.379, 1.405, 0.531], [5.615, 0.141, 1.354], [6.370, 1.505, -0.634], [2.959, 0.849, -0.230], [1.858, 1.584, -0.551], [2.802, -0.700, -0.142], [1.910, -1.004, 1.120], [0.832, -0.187, 1.337], [0.455, -0.302, 2.606], [1.275, -1.241, 3.224], [2.174, -1.681, 2.263], [3.150, -2.812, 2.520], [3.941, -3.356, 1.335], [2.364, -3.980, 3.139], [-0.600, 0.535, 3.273], [0.027, 1.840, 3.774], [-1.828, 0.810, 2.414], [2.101, -1.259, -1.424], [0.737, -1.263, -1.389], [0.292, -2.184, -2.245], [1.396, -2.769, -2.871], [2.517, -2.164, -2.341], [3.927, -2.424, -2.806], [4.910, -1.282, -2.570], [4.479, -3.749, -2.274], [-1.145, -2.593, -2.384], [-1.648, -2.456, -3.820], [-1.303, -4.033, -1.882], [-0.740, 4.747, -0.202], [-0.146, 3.475, 0.869], [-0.763, 3.087, -0.755], [1.650, 4.881, -0.236], [0.807, 3.466, -2.806], [2.175, 4.559, -2.618], [0.528, 5.172, -2.439], [4.057, 3.891, 0.079], [5.589, 2.251, 1.192], [5.743, -0.731, 0.716], [4.802, -0.055, 2.055], [6.536, 0.260, 1.926], [6.220, 0.695, -1.346], [7.391, 1.439, -0.256], [6.264, 2.451, -1.165], [3.861, -1.189, -0.029], [1.210, -1.568, 4.247], [3.855, -2.453, 3.276], [3.265, -3.625, 0.520], [4.462, -4.260, 1.649], [4.686, -2.662, 0.960], [1.633, -4.360, 2.423], [1.834, -3.692, 4.044], [3.048, -4.789, 3.392], [-0.926, -0.042, 4.143], [0.387, 2.437, 2.932], [0.874, 1.643, 4.431], [-0.706, 2.430, 4.323], [-1.592, 1.476, 1.581], [-2.598, 1.301, 3.011], [-2.238, -0.115, 2.006], [1.385, -3.538, -3.626], [3.820, -2.538, -3.889], [5.265, -1.279, -1.541], [4.461, -0.311, -2.783], [5.779, -1.406, -3.217], [4.631, -3.706, -1.196], [5.442, -3.962, -2.739], [3.805, -4.578, -2.493], [-1.734, -1.950, -1.736], [-1.041, -3.053, -4.503], [-1.616, -1.421, -4.166], [-2.679, -2.805, -3.897], [-0.743, -4.726, -2.512], [-2.352, -4.330, -1.903], [-0.934, -4.131, -0.860], [-1.413, 1.418, -3.375], [-2.778, 1.047, -2.885], [-3.898, 1.253, -3.653], [-5.168, 0.884, -3.202], [-5.331, 0.292, -1.951], [-4.255, 0.064, -1.126], [-4.400, -0.570, 0.224], [-2.947, 0.448, -1.585], [-1.906, 0.195, -0.833], [-1.472, 1.874, -4.362], [-0.757, 0.545, -3.440], [-0.931, 2.136, -2.707], [-3.788, 1.706, -4.630], [-6.030, 1.057, -3.831], [-6.319, 0.002, -1.618], [-5.414, -0.936, 0.371], [-4.177, 0.150, 1.014], [-3.707, -1.405, 0.343]], "atomic_forces_ev_per_a": [[-0.03, -0.23, -0.12], [0.04, 0.04, -0.01], [0.00, -0.02, -0.04], [-0.01, 0.02, 0.02], [-0.06, 0.05, 0.00], [-0.08, 0.05, 0.03], [0.01, -0.01, 0.02], [0.02, -0.05, -0.01], [0.01, 0.01, -0.03], [-0.02, -0.01, 0.02], [0.13, 0.01, 0.06], [-0.01, -0.02, -0.09], [0.01, -0.01, -0.10], [0.06, -0.08, -0.02], [0.02, 0.03, -0.03], [-0.06, -0.01, -0.01], [0.00, 0.03, 0.01], [-0.08, -0.02, 0.07], [0.04, 0.00, -0.03], [-0.10, 0.03, 0.05], [0.03, 0.02, 0.02], [-0.02, -0.03, -0.03], [0.00, -0.01, 0.00], [0.06, -0.05, 0.01], [-0.07, -0.05, 0.21], [0.02, 0.01, -0.06], [0.07, 0.03, 0.01], [-0.10, -0.03, -0.08], [0.08, 0.11, 0.02], [0.02, -0.03, 0.03], [-0.01, -0.01, -0.01], [0.03, 0.01, 0.02], [0.02, 0.04, 0.01], [0.03, 0.02, -0.03], [0.02, 0.02, -0.01], [-0.01, 0.00, 0.00], [-0.03, 0.01, 0.00], [0.01, 0.02, 0.05], [0.02, -0.01, 0.00], [0.01, -0.03, -0.01], [0.00, 0.00, -0.01], [0.00, 0.00, -0.01], [0.00, 0.01, 0.00], [-0.01, 0.00, 0.00], [-0.01, -0.03, 0.01], [-0.01, 0.00, 0.01], [0.00, 0.00, 0.01], [0.00, 0.00, -0.01], [0.00, 0.00, 0.00], [0.00, 0.00, 0.00], [-0.01, 0.00, 0.01], [-0.01, 0.00, 0.00], [0.02, 0.02, -0.03], [0.02, 0.01, -0.04], [-0.01, -0.01, -0.01], [0.02, 0.01, 0.00], [-0.01, -0.01, 0.00], [0.00, -0.01, 0.00], [0.00, -0.01, 0.01], [0.01, 0.02, 0.02], [0.01, -0.01, -0.02], [0.00, 0.01, 0.01], [0.00, 0.00, 0.00], [-0.01, 0.01, 0.01], [-0.01, -0.01, 0.02], [0.03, 0.04, 0.02], [-0.01, 0.00, -0.01], [-0.01, 0.00, 0.00], [0.01, 0.01, 0.01], [0.00, 0.02, 0.00], [0.00, 0.00, -0.01], [0.00, 0.01, -0.04], [0.00, -0.01, -0.01], [-0.01, 0.00, 0.01], [-0.05, 0.05, 0.05], [-0.01, -0.01, 0.01], [0.01, -0.02, 0.01], [-0.01, 0.00, 0.01], [0.00, -0.01, 0.00], [-0.01, 0.00, -0.01], [-0.01, -0.01, 0.00], [0.04, 0.00, 0.01], [0.04, 0.01, 0.00], [-0.10, -0.01, 0.00], [0.08, 0.01, 0.02], [-0.03, 0.01, -0.04], [0.03, -0.04, 0.12], [-0.03, 0.02, -0.04], [-0.11, -0.13, 0.00], [0.13, 0.19, 0.06], [0.01, -0.01, -0.01], [-0.01, 0.00, 0.00], [-0.04, 0.00, -0.03], [0.00, 0.00, -0.01], [-0.01, 0.00, -0.01], [0.00, 0.00, 0.00], [0.00, 0.00, -0.01], [-0.03, 0.00, -0.03], [0.00, -0.01, 0.00]], "lowdin_charge": [1.280, -0.077, -0.355, -0.045, -0.251, 0.048, -0.162, -0.334, -0.053, -0.039, 0.064, -0.071, -0.486, 0.065, -0.011, -0.247, 0.037, -0.168, -0.331, -0.074, -0.058, -0.355, -0.046, -0.088, 0.050, -0.013, -0.249, 0.044, -0.177, -0.337, -0.065, -0.041, -0.368, -0.044, -0.050, 0.093, 0.061, 0.029, 0.141, 0.064, 0.087, 0.087, 0.129, 0.138, 0.056, 0.084, 0.090, 0.058, 0.089, 0.084, 0.078, 0.122, 0.145, 0.084, 0.091, 0.047, 0.093, 0.070, 0.084, 0.141, 0.067, 0.085, 0.085, 0.037, 0.090, 0.060, 0.128, 0.142, 0.051, 0.090, 0.092, 0.057, 0.088, 0.085, 0.094, 0.085, 0.064, 0.086, 0.084, 0.083, 0.084, -0.049, -0.199, -0.027, -0.025, -0.027, -0.188, -0.030, -0.295, 0.059, 0.095, 0.069, 0.034, 0.121, 0.116, 0.122, 0.088, 0.075, 0.085], "total_energy_ev": -51536.4022, "spin_multiplicity": 5, "homo_lumo_gap_ev": [9.37, 6.79], "homo_energy_ev": [-10.91, -11.35], "total_charge": 1}